13 unconnected molecules or ions with the total composition C78H163N7O19S3 at a distorted geometry, computed with ωB97M-V/def2-TZVPD.

Structure (XYZ):
```
270
Properties=species:S:1:pos:R:3:lowdin_charge:R:1
C 2.6818 4.8998 -0.1869 -0.014
H -6.1903 2.2558 -2.1927 0.096
H 2.7031 -2.8981 2.3936 0.101
H -5.5517 8.5968 -2.2853 0.070
S 2.5247 0.6304 7.5567 0.806
H 5.3008 -2.0613 6.5567 0.104
H 7.7395 -1.1390 5.3792 0.068
C 5.7426 6.4687 -3.5258 -0.032
C -1.9057 -3.2607 -2.1061 -0.096
H -2.2696 -1.3934 1.9610 0.018
C 4.7486 6.4560 -2.2584 -0.476
H 4.4675 3.1559 1.1219 0.067
C 2.2466 2.1469 -4.7025 -0.224
H 0.5760 4.7110 -5.1218 0.058
C 6.1268 -2.0969 2.5191 -0.104
C -4.5279 1.7738 -6.1984 -0.029
C 0.9507 1.3168 6.8997 -0.229
H -1.6633 8.1433 -1.2103 0.109
H 6.1402 0.7064 4.7670 0.075
C -2.2563 -8.7520 2.6188 -0.027
H -3.3029 7.1411 0.5395 0.079
H 1.0209 -0.5349 9.3002 0.056
H -2.3120 -0.3020 -4.3265 0.051
N -4.3341 1.6293 -3.7084 -0.127
H 2.1947 4.3140 -0.9664 0.070
H 2.2807 4.5458 0.7628 0.074
H -1.9467 9.5021 -3.2897 0.100
H 5.0100 0.3395 3.4615 0.059
H 6.8097 -1.6758 1.7812 0.113
H 1.3050 -4.2670 -1.3261 0.100
C -4.0446 0.9499 -4.9540 -0.432
C -2.3203 -3.8852 -4.4959 -0.040
H 3.6857 -5.2091 -4.5328 0.080
C 0.1460 -6.6973 1.1361 -0.009
H 2.1027 -5.1588 2.4956 0.070
H 2.1474 -4.9337 -3.5354 0.061
C -3.4612 8.1033 -4.0563 -0.159
H 5.9035 3.6517 0.2826 0.082
C -1.7034 -8.8988 5.0716 -0.026
H 2.3645 0.2174 -2.1151 0.063
H 2.6600 2.2856 -3.7035 0.031
H -4.0359 8.2890 -0.5935 0.057
H -2.1747 -4.7164 -5.1859 0.084
H -1.2645 -5.8470 -1.9109 0.060
H 0.6402 -9.0681 2.5138 0.067
C -1.5705 -8.0203 3.8077 -0.457
H -3.2813 9.4697 -2.3455 0.093
C 4.2216 4.9332 -0.2794 -0.470
H -2.4040 -8.0401 1.8067 0.060
O 4.2980 4.0981 -2.4544 -0.055
H 0.6204 -5.9113 0.5484 0.072
H -4.8412 1.7698 1.3499 0.084
H -5.4268 3.3676 1.9003 0.128
C 1.3681 -2.0735 -3.6744 0.010
H 5.1030 -2.0629 -3.9287 0.098
H -5.5783 -2.0980 -3.8767 0.106
H 5.3462 3.1191 4.2949 0.134
H -2.8753 -0.6655 3.4026 0.054
C -4.9753 -0.3275 -5.0381 -0.147
C -2.3850 -6.6932 4.0758 -0.144
H 2.8812 -0.2929 4.8930 0.032
H 5.9667 -4.0501 -1.6339 0.072
H -4.3035 1.2755 -7.1416 0.083
C 3.9932 -4.1774 -2.5933 -0.445
H 2.2660 1.3322 -0.1410 0.122
C -5.3041 -1.8334 4.0101 -0.241
H 2.9511 6.1345 -3.3949 0.067
H -6.2005 -3.6374 -1.3589 0.067
H -5.5786 2.0636 -6.1984 0.082
H -5.1192 7.1198 -5.7990 0.080
H -1.5611 -9.5303 2.3038 0.077
C 1.6348 -6.0072 2.9951 -0.055
O 0.2270 -1.6166 2.0926 0.053
H -0.8162 -3.2926 -2.1038 0.087
C -2.4562 -4.3740 -3.0711 -0.474
N -3.9127 -4.5869 -2.8009 -0.101
H -0.5823 -5.4321 -3.4701 0.076
H -5.8586 1.3754 -0.7361 0.079
C 0.4089 -0.4732 1.5901 -0.498
C 2.2281 -2.2378 -1.2220 -0.156
O -3.8092 2.8905 -3.6145 -0.013
C 0.2679 -6.4081 2.6226 -0.509
N 5.0951 -1.8573 4.7187 -0.128
H 1.2885 -1.7648 -0.9366 0.118
H -2.1978 0.0174 -6.0726 0.082
C -2.7145 3.5280 2.9571 -0.567
N 3.7872 -2.7904 -2.9404 -0.109
H -1.9781 -2.6243 -0.0387 0.093
O 5.1633 -1.3061 5.9802 -0.030
H 4.7363 -2.7187 0.9195 0.084
H -2.1847 -6.2408 5.0470 0.117
H -2.6496 -5.7141 2.2183 0.093
H 3.6966 7.8185 0.0138 0.096
C 2.6090 -1.9355 -2.6720 -0.432
C -4.9988 -1.1808 -3.7715 -0.176
H -2.6488 1.5623 -1.4885 0.063
H -1.6777 -4.3600 -0.1725 0.087
C 3.0885 -0.4532 -2.5780 -0.034
C 2.1084 -3.6758 -0.8867 -0.198
H -3.9826 -1.5740 -3.7452 0.065
H -2.6321 -2.5146 3.2771 0.027
H 5.6852 -5.6409 -2.4754 0.074
H -6.3634 -5.1185 -0.4259 0.079
C 3.3819 6.8924 -2.7406 -0.042
O -3.2807 2.8153 3.9028 0.077
H -0.1239 2.5144 0.9336 0.131
H 4.2308 2.1011 5.3495 0.110
H 3.8067 -4.1513 5.3057 0.092
H 6.0852 -4.3589 -3.4517 0.066
H 7.6940 -2.7617 4.8954 0.082
C 3.2173 -5.1412 -3.5509 -0.026
H 4.4162 5.0206 5.4027 0.123
C 6.0423 0.2274 3.7928 -0.011
C -4.3638 -4.8517 -1.4335 -0.432
H -0.7603 -9.2360 5.5015 0.080
H -3.4375 -6.9446 3.9453 0.120
H -2.9033 -6.2295 -0.3597 0.041
H -3.8367 8.9326 -4.6559 0.116
H -4.6276 4.3634 -2.7830 0.046
C 2.3082 3.6036 3.7321 -0.492
H -3.2463 -3.4341 -4.8526 0.074
C 6.1647 -1.3185 3.8791 -0.483
H -5.0919 -1.0649 -1.7735 0.095
C -1.9830 7.6128 -2.1072 -0.106
O 3.1363 1.6251 8.5018 -0.557
H -3.2543 0.2921 -0.6696 0.078
H 4.4213 -1.1547 1.5039 0.101
O -3.3448 3.2632 1.7232 0.006
C 3.3621 -4.4243 -1.1996 -0.148
C -2.2826 5.2755 -1.1319 -0.016
C 4.7180 7.4524 0.1181 -0.146
H -4.2649 -2.7969 -0.7093 0.088
H -1.9408 1.3407 -5.0037 0.013
H 2.5243 -1.2443 9.0992 0.045
C -2.1295 -5.5356 3.1594 -0.192
H 5.3028 8.5692 -1.6410 0.114
H 2.3350 -6.7896 2.7024 0.088
H -3.8703 -7.0560 -1.6129 0.076
H -1.4580 -3.2337 -4.6375 0.081
H 8.4176 -1.5529 3.9326 0.077
C 4.8210 3.5757 0.1802 -0.033
C -5.3847 1.9721 -1.5155 -0.004
H -4.1281 -3.9736 0.4782 0.075
O 2.4898 4.3882 4.8057 0.067
H -4.2255 5.6971 -5.3594 0.074
H -4.2926 1.0716 3.3865 0.085
H 1.8478 -3.6950 0.1716 0.104
H 5.6096 5.6754 1.3121 0.108
H -5.9759 -0.0843 -5.3956 0.108
H 3.0942 -0.3355 3.3226 0.058
H 3.0100 -5.4552 -1.1625 0.108
H 4.0216 -4.4676 -0.3328 0.104
H -0.3634 -5.0459 4.1252 0.120
H 3.9646 -0.4148 -1.9307 0.085
C -2.2414 -3.5263 -0.5912 -0.129
H -6.3759 -1.9516 3.8505 0.042
C -4.5650 7.1404 -3.6692 -0.502
O 0.7593 -8.7217 3.4012 -0.022
C 4.7658 6.0026 0.7046 -0.121
C -4.6593 2.6042 2.0273 -0.086
C -2.5190 0.4233 -5.1133 -0.005
H -1.2706 7.1717 -2.8044 0.103
C 1.7610 -0.7222 8.5223 -0.265
C -3.1107 6.5516 -1.6158 -0.411
H 1.7458 -5.9003 4.0741 0.093
H -3.9780 2.7104 -6.1067 0.064
O 1.3011 3.6226 3.1303 0.182
H 1.0292 -3.1093 -3.6536 0.047
H 4.0399 -3.9170 2.8440 0.113
C -5.7497 7.9316 -3.1258 -0.030
C 3.6825 -2.2906 4.1745 -0.406
H 1.3470 -1.4574 7.8321 0.045
C -1.5204 -5.6027 -2.9419 -0.022
H -5.2289 -5.0254 -4.1181 0.094
O -4.5120 -5.5020 -3.6933 -0.018
H -2.2833 -2.3041 -2.4673 0.091
O -0.4726 0.4859 1.3967 0.082
C 1.5836 1.1986 0.6984 -0.118
C -4.9713 6.4021 -4.9921 -0.026
H 2.7033 2.9289 -5.3092 0.056
O -4.9336 5.1755 -2.3726 -0.026
H -6.4891 -5.0070 -2.2322 0.068
H -5.3993 2.4594 3.9492 0.137
H -0.8962 -6.8747 0.8708 0.061
H 3.2202 -2.7447 6.1676 0.066
H 0.6498 0.7435 6.0229 0.048
O 3.5344 2.8727 3.5165 0.001
C -4.4771 2.1432 3.4615 -0.098
H 0.7452 -7.5681 0.8702 0.084
H 6.4309 -3.1379 2.6283 0.115
O -1.7319 4.1924 3.0561 0.153
H -2.0921 -6.4297 -3.3629 0.084
C -2.6571 8.7714 -2.9030 -0.185
H 2.1529 -3.5568 4.9734 0.080
H 2.6408 7.1192 -1.9742 0.068
C 7.5161 -1.7578 4.5100 -0.054
H 6.4604 7.3839 -1.2216 0.108
H -2.5122 -4.5675 3.4825 0.082
C 5.3845 7.5329 -1.3131 -0.123
C -0.6005 -5.2294 3.0772 -0.112
H 0.5169 -1.4386 -3.4285 0.071
C -3.1463 0.6168 -1.7045 -0.002
H -2.2784 -9.8026 4.8700 0.069
H 1.7958 -1.7886 -4.6357 0.075
H 3.4276 7.8043 -3.3360 0.088
H -4.8342 6.7655 -0.3683 0.075
C -4.5236 0.9901 -2.3736 -0.436
H -6.4540 7.2525 -2.6452 0.080
H 4.1609 6.0721 1.6087 0.106
H -0.5047 -4.3518 2.4378 0.113
H -2.9099 2.6044 -3.4385 0.089
H -2.4536 0.0038 -2.2811 0.061
O 1.6497 -0.1296 1.1088 0.022
H -6.3704 -0.0125 -2.5459 0.119
C 0.0685 1.5017 0.5794 -0.065
H -2.7505 7.5832 -4.6985 0.113
H 5.3242 5.8758 -4.3392 0.067
H -1.5953 5.5483 -0.3311 0.080
H 2.3271 1.1423 -5.1175 0.038
H -4.8719 -2.6575 4.5778 0.052
C -2.9308 -1.5772 2.8078 -0.207
C 3.7625 4.1483 5.4014 -0.091
H 6.7501 6.1993 -3.2088 0.077
H 2.0140 1.8107 1.4910 0.102
H -2.3106 -8.4505 5.8580 0.074
C 3.1762 -3.2671 5.2119 -0.036
H 1.6640 -1.2224 4.0662 0.075
O 0.1158 1.7624 -3.0289 -0.564
H 1.0595 4.5980 -3.4174 0.040
H -1.7866 4.7621 -1.9556 0.053
N -4.0104 6.1333 -2.7216 -0.120
H 2.1494 5.8227 -0.4169 0.066
C 2.7343 -1.0180 4.0925 -0.019
H 4.7316 2.7802 -0.5595 0.067
H 5.0463 3.6137 -2.8109 0.099
H 6.7629 0.5650 3.0479 0.090
H 3.4299 -0.0267 -3.5212 0.056
H -0.2829 1.3587 -0.4424 0.110
H 5.8329 7.4338 -4.0243 0.074
H 3.2967 -6.1781 -3.2244 0.074
H -2.9570 4.5530 -0.6723 0.054
H 2.9539 -1.7752 -0.5531 0.105
H -3.1192 -9.3220 2.9630 0.080
C 3.7289 -2.8756 2.7612 -0.145
C 4.3273 2.8997 4.6140 -0.183
H -0.4878 4.5722 -3.7481 0.024
C -3.8499 7.2328 -0.3988 -0.022
C 5.5689 -4.5578 -2.5126 0.001
H 5.1092 8.2245 0.7806 0.101
S 0.4203 2.3543 -4.3925 0.845
C -3.7639 -3.7470 -0.5238 -0.165
H -6.1995 8.4344 -3.9819 0.086
H 3.6898 3.8720 6.4533 0.115
C 0.4226 4.1669 -4.1898 -0.254
H -4.7613 2.8053 -1.1910 0.068
H -4.6125 -6.6534 -0.1643 0.069
S -4.6983 -1.9021 2.2700 0.852
O -5.0857 -0.5965 1.6694 -0.570
N 4.8528 5.1380 -1.5938 -0.055
N -0.1767 -7.5973 3.4765 -0.058
C -5.9452 -4.6969 -1.3399 -0.006
C 4.7078 -2.1485 1.8481 -0.163
C -5.3224 -0.3118 -2.5271 -0.115
H -5.1118 -0.8584 4.4578 0.045
H -5.8374 5.7808 -4.7641 0.079
H 0.1909 1.3638 7.6798 0.053
C -3.8700 -6.2660 -0.8619 -0.011
H 1.1963 2.3631 6.7182 0.041
O 4.2872 -2.4699 -4.2296 -0.010
H -4.6273 -1.0029 -5.8197 0.109
```

Computed properties:
* frontier orbital gap: 7.94 eV
* lowest unoccupied orbital energy: 0.24 eV
* net charge: 0
* largest force on an atom: 4.7 eV/Å
* highest occupied orbital energy: -7.7 eV
* energy: -165353.0890 eV